1.
113
Properties=species:S:1:pos:R:3 method="wB97M-V/def2-TZVPD" largest_force_ha_per_bohr=0.0756 charge=-1 molar_mass_g_mol=1245.74 de_lowest_ev=0.0000 multiplicity=2 homo_energy_ha="-0.182 / -0.182" gap_ev="6.520 / 3.876"
Hg 11.652 10.870 17.276
O 9.869 9.601 21.985
C 10.852 9.300 21.154
C 11.814 8.292 21.281
C 12.584 7.968 20.165
N 12.599 8.707 19.041
C 11.790 9.763 19.025
Br 8.878 12.072 17.024
C 10.836 10.046 19.978
H 9.912 9.074 22.793
H 11.808 7.650 22.192
H 13.281 7.147 20.222
H 10.093 10.865 19.903
B 15.757 11.564 17.540
N 15.474 10.102 17.092
C 16.015 8.915 17.380
C 15.283 7.935 16.715
C 14.275 8.658 16.047
N 14.435 9.953 16.195
N 15.002 11.822 18.878
C 15.201 11.307 20.133
C 14.405 12.052 20.976
C 13.804 13.057 20.177
N 14.125 12.877 18.913
H 16.923 11.572 17.836
H 15.340 12.333 16.734
H 16.885 8.927 18.029
H 15.382 6.860 16.741
H 13.455 8.221 15.475
H 15.899 10.492 20.253
H 14.308 11.907 22.033
H 13.195 13.881 20.550
C 9.151 6.507 18.764
C 8.707 6.014 17.370
O 8.563 7.098 16.424
P 9.576 7.548 15.224
O 10.677 8.478 15.625
Te 10.220 5.474 14.209
O 8.557 8.463 14.398
C 7.155 8.114 14.258
C 6.313 9.326 14.721
H 9.243 5.656 19.429
H 8.488 7.250 19.223
H 10.096 6.975 18.665
H 7.726 5.483 17.344
H 9.372 5.261 16.937
H 6.863 7.272 14.897
H 6.956 7.905 13.207
H 6.597 9.680 15.702
H 5.249 9.067 14.741
H 6.361 10.192 14.093
C 10.851 15.590 16.412
C 11.298 14.264 17.077
P 11.489 12.872 15.890
C 10.414 13.371 14.477
C 10.063 12.238 13.536
C 13.205 13.265 15.230
C 13.552 12.487 13.966
H 11.054 16.432 17.104
H 9.797 15.640 16.160
H 11.456 15.817 15.521
H 10.515 13.944 17.783
H 12.248 14.418 17.620
H 10.911 14.233 13.940
H 9.499 13.826 14.966
H 10.883 11.499 13.450
H 9.829 12.642 12.564
H 9.172 11.680 13.915
H 13.950 13.092 15.995
H 13.176 14.372 14.995
H 13.350 11.414 14.190
H 14.619 12.571 13.659
H 12.876 12.782 13.145
C 13.527 6.737 12.076
Si 13.804 8.161 10.889
C 13.831 7.527 9.109
C 15.313 9.225 11.244
Sb 11.853 9.955 11.083
Si 12.415 11.847 9.296
C 12.638 10.965 7.599
C 14.047 12.621 9.935
C 11.043 13.223 9.177
Si 9.733 8.961 9.976
C 9.750 7.095 10.328
C 8.246 9.774 10.886
C 9.475 9.228 8.124
H 13.254 5.852 11.536
H 12.710 6.839 12.820
H 14.442 6.482 12.664
H 14.450 6.597 9.098
H 14.315 8.243 8.461
H 12.823 7.334 8.727
H 16.120 8.551 11.340
H 15.243 9.828 12.169
H 15.536 9.857 10.407
H 12.895 11.704 6.840
H 11.728 10.509 7.296
H 13.443 10.206 7.554
H 14.719 11.890 10.413
H 13.861 13.439 10.624
H 14.522 13.030 9.043
H 10.009 12.922 9.455
H 10.966 13.610 8.156
H 11.238 14.073 9.871
H 9.780 6.844 11.390
H 10.612 6.656 9.859
H 8.848 6.707 9.830
H 8.267 9.589 11.966
H 7.348 9.310 10.481
H 8.212 10.869 10.687
H 10.292 8.797 7.564
H 9.420 10.265 7.828
H 8.579 8.677 7.821

=====

2.
104
Properties=species:S:1:pos:R:3 method="wB97M-V/def2-TZVPD" largest_force_ha_per_bohr=0.0073 molar_mass_g_mol=581.86 homo_energy_ha=-0.350 smiles="CCN(CC[C@H](C#N)[C@H](F)C#N)C(C)=O.CCOCC.CCOCC.CCOCC.CCOCC.CCOCC" gap_ev=9.976
C 1.138 -3.420 -1.780
C 0.720 -2.488 -0.645
N 1.543 -1.268 -0.608
C 1.135 -0.344 0.460
C 2.227 -0.085 1.505
C 3.053 -1.334 1.857
C 3.706 -1.127 3.162
N 4.181 -0.960 4.191
C 4.121 -1.714 0.808
F 5.095 -2.488 1.402
C 4.763 -0.536 0.203
N 5.259 0.382 -0.270
C 1.565 -0.602 -1.891
C 0.259 -0.017 -2.388
O 2.577 -0.530 -2.520
H 2.226 -3.420 -1.889
H 0.698 -3.112 -2.731
H 0.811 -4.439 -1.567
H 0.860 -2.994 0.316
H -0.351 -2.246 -0.730
H 0.233 -0.719 0.959
H 0.856 0.629 0.035
H 2.878 0.736 1.197
H 1.725 0.249 2.420
H 2.370 -2.180 1.983
H 3.659 -2.305 0.019
H 0.038 -0.476 -3.355
H 0.397 1.052 -2.566
H -0.571 -0.194 -1.703
C -5.248 -0.527 -2.173
C -3.804 -0.987 -2.075
O -3.115 -0.491 -0.940
C -3.647 -0.848 0.325
C -3.688 -2.345 0.581
H -5.303 0.562 -2.171
H -5.690 -0.896 -3.100
H -5.856 -0.901 -1.348
H -3.240 -0.608 -2.928
H -3.748 -2.081 -2.114
H -4.641 -0.409 0.463
H -2.985 -0.369 1.048
H -4.355 -2.863 -0.108
H -4.047 -2.536 1.593
H -2.692 -2.780 0.481
C 0.171 5.292 1.723
C 0.124 3.892 1.138
O -0.309 3.822 -0.208
C 0.488 4.508 -1.159
C 1.931 4.037 -1.225
H -0.808 5.769 1.651
H 0.459 5.243 2.774
H 0.895 5.928 1.211
H -0.603 3.296 1.692
H 1.095 3.395 1.251
H 0.445 5.590 -0.991
H -0.001 4.317 -2.115
H 2.472 4.228 -0.298
H 2.454 4.562 -2.025
H 1.980 2.966 -1.431
C -1.305 -0.004 6.581
C -0.363 0.973 5.900
O -0.424 0.943 4.483
C -1.676 1.256 3.901
C -2.183 2.650 4.221
H -1.112 -1.022 6.241
H -1.156 0.035 7.660
H -2.353 0.229 6.384
H 0.670 0.717 6.137
H -0.533 1.991 6.270
H -2.428 0.504 4.166
H -1.509 1.170 2.825
H -2.390 2.791 5.282
H -3.109 2.838 3.676
H -1.446 3.397 3.920
C 4.965 -5.521 -0.042
C 3.480 -5.631 0.256
O 2.901 -6.883 -0.060
C 3.446 -8.005 0.613
C 3.330 -7.940 2.126
H 5.166 -5.737 -1.092
H 5.305 -4.510 0.179
H 5.558 -6.205 0.567
H 2.930 -4.914 -0.356
H 3.288 -5.371 1.305
H 4.489 -8.162 0.317
H 2.878 -8.856 0.236
H 3.903 -7.113 2.548
H 3.712 -8.863 2.564
H 2.288 -7.820 2.426
C -3.486 5.118 -6.662
C -2.124 4.788 -6.075
O -1.837 5.461 -4.863
C -2.720 5.205 -3.784
C -2.780 3.747 -3.364
H -3.584 6.192 -6.822
H -3.606 4.612 -7.622
H -4.302 4.794 -6.015
H -1.340 5.109 -6.762
H -2.015 3.704 -5.952
H -3.725 5.582 -4.006
H -2.331 5.805 -2.961
H -3.182 3.103 -4.148
H -3.418 3.639 -2.486
H -1.783 3.385 -3.109